This record from the Open Molecules 2025 dataset describes a molecular structure, C38H29N2O2PSTl in a non-equilibrium geometry. The level of theory is wB97M-V/def2-TZVPD.

Its maximum force is 0.0201 hartree/bohr. The value obtained for the molar mass is 813.09 g/mol. The value obtained for the total energy is -71770.7124 eV. Its orbital gap is 6.59 eV. The value obtained for the highest occupied orbital energy is -4.1 eV.

The geometry in ORCA input format:
```
! wB97M-V def2-TZVPD RIJCOSX def2/J DEFGRID3
* xyz -1 1
Tl 0.099 -0.610 0.293
C -3.022 5.379 -2.806
C -2.252 5.331 -1.652
C -1.466 4.214 -1.386
C -1.420 3.133 -2.267
C -2.196 3.200 -3.424
C -2.991 4.308 -3.691
P -0.345 1.702 -1.789
C -1.226 0.344 -2.656
C -0.692 -0.325 -3.754
C -1.373 -1.385 -4.339
C -2.598 -1.796 -3.827
C -3.140 -1.139 -2.730
C -2.455 -0.077 -2.149
C 1.106 1.918 -2.835
C 1.373 2.956 -3.683
C 2.612 2.992 -4.371
C 3.523 1.989 -4.204
C 3.264 0.895 -3.332
C 4.186 -0.167 -3.158
C 3.881 -1.182 -2.298
C 2.663 -1.182 -1.564
C 1.711 -0.193 -1.674
C 2.047 0.859 -2.605
H -3.646 6.240 -3.011
H -2.269 6.158 -0.953
H -0.875 4.176 -0.477
H -2.180 2.372 -4.125
H -3.587 4.337 -4.596
H 0.274 -0.024 -4.138
H -0.941 -1.894 -5.191
H -3.123 -2.629 -4.278
H -4.089 -1.459 -2.317
H -2.885 0.436 -1.295
H 0.645 3.742 -3.843
H 2.830 3.818 -5.038
H 4.468 2.022 -4.738
H 5.125 -0.157 -3.702
H 4.589 -1.994 -2.159
H 2.517 -2.008 -0.871
C -0.309 3.962 6.014
C 0.118 2.681 5.345
C 1.233 1.983 5.794
C 1.631 0.797 5.192
C 0.902 0.291 4.123
C -0.220 0.969 3.667
C -0.604 2.153 4.278
S 1.541 -1.135 3.285
O 2.207 -0.606 2.095
O 2.406 -1.794 4.243
N 0.268 -1.904 2.866
C 0.127 -3.279 3.024
C 0.392 -3.960 4.193
C 0.195 -5.351 4.309
C -0.286 -6.092 3.271
C -0.582 -5.440 2.050
C -1.073 -6.144 0.925
C -1.324 -5.489 -0.240
C -1.078 -4.097 -0.285
N -0.635 -3.410 0.731
C -0.379 -4.048 1.914
H -0.885 3.760 6.921
H -0.934 4.564 5.354
H 0.554 4.564 6.303
H 1.808 2.378 6.626
H 2.501 0.256 5.538
H -0.810 0.563 2.855
H -1.480 2.680 3.912
H 0.778 -3.400 5.032
H 0.429 -5.834 5.251
H -0.438 -7.162 3.357
H -1.237 -7.213 1.010
H -1.696 -6.005 -1.115
H -1.259 -3.541 -1.202
*
```

=====

This record from the Open Molecules 2025 dataset describes 2 unconnected molecules or ions with the total composition C9H11ClS in a non-equilibrium geometry. The level of theory is wB97M-V/def2-TZVPD.

Its maximum force is 0.0786 hartree/bohr. The value obtained for the molar mass is 186.71 g/mol. The value obtained for the total energy is -32862.5243 eV. Its orbital gap (alpha / beta) is 8.42 / 7.58 eV. The value obtained for the highest occupied orbital energy (alpha / beta) is -8.7 / -8.2 eV.

The geometry in ORCA input format:
```
! wB97M-V def2-TZVPD RIJCOSX def2/J DEFGRID3
* xyz 0 1
C 3.764 -0.315 1.177
C 2.484 -0.941 1.144
C 3.841 0.665 0.220
C 1.754 -0.491 0.096
C -1.398 -0.820 -1.589
C -0.878 -1.003 -0.258
C -1.693 0.186 -0.455
C -1.049 1.590 -0.499
C -3.081 0.106 0.313
S 2.544 0.730 -0.822
Cl -1.011 -2.349 0.829
H 4.419 -0.601 2.018
H 2.078 -1.676 1.782
H 4.757 1.244 0.314
H -0.937 -0.536 -2.553
H -2.204 -1.631 -1.989
H 0.000 1.411 -0.939
H -1.156 1.903 0.593
H -1.778 2.185 -1.024
H -3.791 0.988 0.089
H -2.879 0.190 1.338
H -3.786 -0.834 0.214
*
```

=====

This record from the Open Molecules 2025 dataset describes a gas-phase ion, C4H10N (charge +1) in a non-equilibrium geometry. The level of theory is wB97M-V/def2-TZVPD.

Its maximum force is 0.2360 hartree/bohr. The value obtained for the molar mass is 72.13 g/mol. The value obtained for the total energy is -5786.8622 eV. Its orbital gap (alpha / beta) is 8.29 / 6.96 eV. As for the expectation value of S²: 2.006. The value obtained for the highest occupied orbital energy (alpha / beta) is -11.5 / -16.5 eV.

The geometry in ORCA input format:
```
! wB97M-V def2-TZVPD RIJCOSX def2/J DEFGRID3
* xyz 1 3
C 0.334 -1.603 1.454
C -0.010 -1.416 0.007
C -0.180 2.231 -1.069
C 0.302 -0.006 -0.177
N -0.478 0.861 -0.662
H -1.501 0.620 -0.863
H -0.594 -1.570 1.987
H -1.064 -1.424 -0.291
H 0.777 -0.747 1.923
H 0.979 -2.539 1.575
H -0.088 2.199 -2.114
H 0.802 2.465 -0.416
H -1.013 2.745 -0.758
H 0.476 -2.214 -0.711
H 1.259 0.397 0.115
*
```

=====

This record from the Open Molecules 2025 dataset describes a molecular structure, C6H8NO4 in a non-equilibrium geometry. The level of theory is wB97M-V/def2-TZVPD.

Its maximum force is 0.0350 hartree/bohr. The value obtained for the molar mass is 158.13 g/mol. The value obtained for the total energy is -16022.3527 eV. Its orbital gap is 10.23 eV. The value obtained for the highest occupied orbital energy is -15.0 eV.

The geometry in ORCA input format:
```
! wB97M-V def2-TZVPD RIJCOSX def2/J DEFGRID3
* xyz 1 1
C -0.593 -1.022 0.551
C -0.463 1.283 -0.153
C 2.015 -0.067 -0.267
C -1.981 -0.489 0.508
C -1.892 0.998 0.149
C 1.872 -0.812 -1.484
N 0.333 0.173 0.492
O -0.148 -2.111 0.602
O 0.085 2.144 -0.740
O 2.786 0.402 0.450
O 0.602 0.549 1.801
H -2.569 -1.073 -0.204
H -2.438 -0.652 1.489
H -2.171 1.635 0.997
H -2.527 1.295 -0.686
H 2.777 -0.681 -2.085
H 1.778 -1.875 -1.221
H 0.993 -0.535 -2.067
H 1.540 0.839 1.869
*
```

=====

This record from the Open Molecules 2025 dataset describes a gas-phase ion, C6H12N2O2S2 (charge +2) in a non-equilibrium geometry. The level of theory is wB97M-V/def2-TZVPD.

Its maximum force is 0.1012 hartree/bohr. The value obtained for the molar mass is 208.31 g/mol. The value obtained for the total energy is -35140.8897 eV. Its orbital gap is 9.05 eV. The value obtained for the highest occupied orbital energy is -16.3 eV.

The geometry in ORCA input format:
```
! wB97M-V def2-TZVPD RIJCOSX def2/J DEFGRID3
* xyz 2 1
C 1.189 0.892 0.092
C -1.103 -0.941 0.313
C -0.006 1.404 0.448
C -0.084 -1.511 -0.275
C 1.520 -0.267 -0.723
C -1.311 0.482 0.400
N -0.201 2.555 1.420
N 0.326 -2.880 -0.611
O 2.467 -1.127 -0.181
O -2.015 0.881 1.525
S 1.576 0.079 -2.556
S -2.473 0.978 -1.079
H 2.122 1.421 0.131
H -1.992 -1.429 0.731
H -0.467 3.451 0.919
H 0.717 2.727 1.961
H -1.062 2.115 2.033
H 0.742 -3.367 0.175
H 1.058 -2.619 -1.320
H -0.596 -3.286 -0.773
H 3.338 -1.067 -0.431
H -2.860 0.375 1.602
H 1.339 -1.140 -2.908
H -2.226 2.275 -0.893
*
```

=====

This record from the Open Molecules 2025 dataset describes a molecular structure, C27H36BCl2N5O4Sr. The level of theory is wB97M-V/def2-TZVPD.

Its maximum force is 0.0143 hartree/bohr. The value obtained for the molar mass is 663.95 g/mol. The value obtained for the total energy is -70787.6234 eV. Its orbital gap is 6.09 eV. The value obtained for the highest occupied orbital energy is -6.0 eV.

The geometry in ORCA input format:
```
! wB97M-V def2-TZVPD RIJCOSX def2/J DEFGRID3
* xyz 0 1
Sr -0.380 2.739 0.128
C -3.770 0.892 3.091
C -2.868 1.345 1.979
N -1.810 2.030 2.177
C -1.285 2.357 3.486
C 0.036 3.118 3.318
N 0.950 2.408 2.417
C 2.234 3.076 2.169
C 2.933 2.481 0.945
N 2.201 2.824 -0.274
C 2.500 2.068 -1.496
C 1.249 1.916 -2.371
N 0.272 1.032 -1.725
C -1.050 0.846 -2.382
C -1.091 0.519 -3.853
C -2.187 0.780 -1.589
C -3.496 0.465 -2.114
C -4.563 0.398 -1.274
C -4.432 0.643 0.117
C -3.172 0.969 0.556
N -2.103 1.011 -0.242
H -3.176 0.471 3.905
H -4.483 0.144 2.759
H -4.318 1.746 3.498
H -1.113 1.441 4.067
H -1.973 2.976 4.071
H 0.476 3.304 4.307
H -0.167 4.099 2.875
H 1.110 1.465 2.758
H 2.905 3.025 3.036
H 2.025 4.133 1.982
H 2.954 1.391 1.034
H 3.976 2.821 0.928
H 2.280 3.823 -0.441
H 2.863 1.076 -1.214
H 3.296 2.537 -2.084
H 1.552 1.552 -3.358
H 0.778 2.896 -2.532
H -0.089 0.529 -4.284
H -1.688 1.237 -4.424
H -1.503 -0.477 -4.056
H -3.627 0.286 -3.172
H -5.540 0.160 -1.679
H -5.290 0.611 0.771
Cl 0.988 6.887 -2.405
C -0.376 6.955 -1.273
Cl -0.168 8.272 -0.101
C -0.518 5.599 -0.557
O -1.503 4.911 -0.899
O 0.372 5.279 0.266
H -1.268 7.163 -1.850
C 2.609 -6.446 0.836
C 1.198 -5.969 0.467
C 0.393 -5.816 1.758
C 0.510 -7.033 -0.401
C 1.287 -4.657 -0.316
C 1.997 -4.629 -1.520
C 2.112 -3.481 -2.301
C 1.487 -2.350 -1.835
O 1.423 -1.097 -2.400
B 0.626 -0.346 -1.524
O 0.267 -1.108 -0.405
C 0.784 -2.356 -0.644
C 0.667 -3.487 0.132
H 2.556 -7.383 1.396
H 3.117 -5.704 1.455
H 3.220 -6.621 -0.050
H 0.360 -6.775 2.279
H -0.635 -5.512 1.558
H 0.847 -5.087 2.431
H 0.435 -7.976 0.145
H 1.065 -7.220 -1.321
H -0.497 -6.713 -0.675
H 2.476 -5.533 -1.873
H 2.659 -3.481 -3.234
H 0.099 -3.449 1.050
*
```

=====

This record from the Open Molecules 2025 dataset describes a molecular structure, C21H49Cl6N4O8P in a non-equilibrium geometry. The level of theory is wB97M-V/def2-TZVPD.

Its maximum force is 0.3821 hartree/bohr. The value obtained for the molar mass is 729.34 g/mol. The value obtained for the total energy is -129315.8184 eV. Its orbital gap is 7.83 eV. The value obtained for the highest occupied orbital energy is -8.0 eV.

The geometry in ORCA input format:
```
! wB97M-V def2-TZVPD RIJCOSX def2/J DEFGRID3
* xyz 0 1
C -1.879 -0.827 1.924
C -1.005 0.199 1.314
O -1.492 1.234 0.813
N 0.343 0.041 1.351
C 1.240 1.023 0.783
H -2.787 -0.449 2.394
H -1.275 -1.315 2.689
H -2.162 -1.641 1.257
H 0.769 -0.827 1.642
H 0.664 1.709 0.162
H 2.096 0.687 0.198
H 1.662 1.650 1.569
C 5.198 2.017 1.575
C 3.979 2.187 0.754
O 3.604 1.269 0.012
N 3.455 3.437 0.782
C 2.473 3.795 -0.249
H 6.018 1.822 0.883
H 5.044 1.230 2.314
H 5.313 2.966 2.098
H 3.869 4.204 1.292
H 2.796 3.435 -1.226
H 2.164 4.830 -0.396
H 1.558 3.251 -0.018
C 0.375 -3.426 1.952
C 0.879 -2.460 0.905
O 1.550 -1.514 1.180
N 0.589 -2.810 -0.337
C 0.774 -1.868 -1.457
H -0.302 -2.991 2.687
H 1.170 -3.589 2.679
H 0.046 -4.421 1.652
H 0.280 -3.737 -0.595
H 0.097 -1.942 -2.308
H 1.752 -2.012 -1.917
H 0.757 -0.815 -1.178
C -4.416 -4.918 -1.646
C -3.810 -3.563 -1.938
O -4.228 -2.904 -2.868
N -2.905 -3.308 -1.071
C -2.214 -2.043 -1.089
H -3.748 -5.754 -1.856
H -5.316 -4.997 -2.257
H -4.735 -4.911 -0.604
H -2.657 -3.993 -0.371
H -1.662 -1.897 -2.017
H -1.556 -2.116 -0.222
H -2.953 -1.282 -0.838
C 0.374 1.175 -1.712
O 0.389 1.665 -3.017
P 1.544 1.145 -4.020
O 1.515 1.535 -5.490
O 2.841 1.573 -3.201
C 3.466 2.823 -3.433
O 1.444 -0.455 -3.823
C 2.536 -1.177 -4.441
H -0.582 0.679 -1.549
H 0.346 1.938 -0.934
H 1.241 0.611 -1.368
H 3.288 3.300 -4.396
H 4.535 2.623 -3.365
H 3.363 3.459 -2.554
H 3.334 -0.542 -4.827
H 2.195 -1.686 -5.343
H 3.038 -1.822 -3.720
Cl -0.542 3.193 -0.235
C -0.238 3.809 1.381
C -0.718 2.912 2.539
Cl -1.174 3.972 3.867
H -0.738 4.774 1.298
H 0.811 4.097 1.446
H 0.075 2.235 2.856
H -1.613 2.378 2.221
Cl -1.240 -4.176 5.993
C -2.586 -3.238 5.393
C -2.117 -2.012 4.625
Cl -1.236 -2.538 3.193
H -3.196 -3.042 6.275
H -3.034 -3.977 4.728
H -1.487 -1.429 5.297
H -2.938 -1.390 4.268
Cl -4.606 2.506 -0.241
C -3.015 1.744 -0.310
C -2.396 1.766 -1.680
Cl -2.276 3.460 -2.290
H -3.196 0.707 -0.027
H -2.384 2.339 0.349
H -2.958 1.230 -2.445
H -1.476 1.182 -1.713
*
```

=====

This record from the Open Molecules 2025 dataset describes 3 unconnected molecules or ions with the total composition C31H55ClN2O12P in a non-equilibrium geometry. The level of theory is wB97M-V/def2-TZVPD.

Its maximum force is 0.0381 hartree/bohr. The value obtained for the molar mass is 714.21 g/mol. The value obtained for the total energy is -82397.5130 eV. Its orbital gap is 7.79 eV. The value obtained for the highest occupied orbital energy is -11.1 eV.

The geometry in ORCA input format:
```
! wB97M-V def2-TZVPD RIJCOSX def2/J DEFGRID3
* xyz 1 1
C 5.403 -0.873 -0.342
C 4.007 -0.928 0.261
C 3.545 -2.336 0.625
C 2.046 -2.391 0.964
C 1.201 -2.481 -0.327
C -0.191 -1.831 -0.228
N -0.305 -0.554 -0.949
C -0.234 0.649 -0.450
C -0.131 0.915 1.000
C 1.294 1.360 1.444
O 1.617 0.835 2.710
C -0.227 1.703 -1.528
C 1.284 1.930 -1.923
C 2.027 3.152 -1.365
C 1.975 4.343 -2.317
Cl 3.041 4.053 -3.727
C -1.109 2.949 -1.316
C -0.915 3.861 -0.077
C -0.661 5.358 -0.357
N 0.633 5.832 0.177
C 0.481 6.485 1.484
C 0.154 5.465 2.545
C 1.151 4.593 2.976
C 0.916 3.622 3.934
C -0.360 3.498 4.482
C -1.367 4.349 4.065
C -1.117 5.328 3.108
O -2.190 6.093 2.748
C -0.866 0.896 -2.703
C -0.550 -0.564 -2.402
O -1.694 -1.386 -2.679
P 0.729 -1.324 -3.482
O 2.090 -0.830 -3.248
O 0.633 -2.917 -3.355
O 0.160 -0.985 -4.925
H 5.746 0.163 -0.407
H 6.136 -1.414 0.257
H 5.408 -1.267 -1.359
H 3.929 -0.298 1.151
H 3.306 -0.532 -0.487
H 4.142 -2.743 1.443
H 3.725 -2.988 -0.238
H 1.766 -1.488 1.516
H 1.838 -3.267 1.578
H 1.043 -3.534 -0.560
H 1.790 -2.065 -1.145
H -0.432 -1.667 0.818
H -0.951 -2.502 -0.623
H -0.842 1.708 1.242
H -0.399 0.048 1.596
H 2.033 0.986 0.739
H 1.368 2.449 1.471
H 0.892 1.017 3.321
H 1.370 1.944 -3.009
H 1.835 1.038 -1.618
H 3.078 2.869 -1.282
H 1.705 3.454 -0.372
H 0.975 4.518 -2.705
H 2.360 5.233 -1.830
H -2.138 2.584 -1.297
H -1.028 3.550 -2.224
H -1.853 3.820 0.483
H -0.143 3.509 0.599
H -0.701 5.574 -1.426
H -1.474 5.931 0.099
H 0.997 6.523 -0.470
H 1.429 6.964 1.736
H -0.264 7.291 1.433
H 2.148 4.686 2.558
H 1.718 2.976 4.266
H -0.544 2.755 5.247
H -2.362 4.274 4.484
H -1.898 6.912 2.333
H -1.953 0.988 -2.693
H -0.532 1.260 -3.671
H -2.390 -1.111 -2.066
H 1.554 -3.226 -3.395
H 0.193 -1.765 -5.497
C -2.349 -4.503 -3.598
O -3.482 -5.250 -4.037
C -4.587 -5.005 -3.330
O -4.669 -4.230 -2.408
O -5.569 -5.753 -3.813
C -6.827 -5.594 -3.147
H -1.516 -4.788 -4.234
H -2.521 -3.434 -3.690
H -2.112 -4.756 -2.564
H -7.177 -4.567 -3.231
H -6.742 -5.872 -2.099
H -7.517 -6.263 -3.652
C 1.152 -5.150 4.957
O -0.272 -5.296 4.953
C -0.833 -5.235 3.750
O -0.252 -5.061 2.707
O -2.145 -5.400 3.891
C -2.887 -5.382 2.669
H 1.455 -5.223 5.997
H 1.620 -5.943 4.378
H 1.438 -4.179 4.556
H -2.562 -6.187 2.012
H -2.773 -4.424 2.165
H -3.925 -5.530 2.948
*
```